51
Properties=species:S:1:pos:R:3:forces:R:3:nbo_charge:R:1 method="wB97M-V/def2-TZVPD" energy_ev=-86656.6710 spin_multiplicity=1 total_charge=+1 homo_ev=-13.112
N 1.60739 1.89015 6.07880 0.3 -0.4 -0.2 -0.84
C 0.21454 1.69403 5.80371 -0.4 0.1 0.7 -0.50
P -0.16313 0.04793 6.45518 0.4 0.2 -0.6 1.06
C 0.63651 -1.25432 5.47016 -0.2 0.4 0.1 -0.82
C 1.37673 -0.68267 4.28952 0.0 0.9 -1.6 0.54
O 0.84717 -0.06687 3.39832 0.8 -0.9 1.4 -0.50
Cl 3.08985 -1.03301 4.31358 -0.3 0.1 -0.1 0.04
H 1.98609 2.69900 5.61160 0.1 0.1 0.0 0.41
H 1.82126 1.91440 7.06302 0.1 0.3 0.1 0.38
H -0.47777 2.38117 6.28024 -0.3 0.3 0.2 0.23
H 0.00050 1.70373 4.74939 -0.1 -0.1 -0.5 0.28
H -1.53474 -0.15999 6.56648 -0.1 -0.1 0.1 0.07
H 0.40064 0.00451 7.72468 -0.2 -0.1 0.2 0.05
H 1.30204 -1.81530 6.09265 0.3 -0.4 0.4 0.30
H -0.14130 -1.89813 5.09862 -0.4 -0.4 -0.2 0.31
C -0.45081 1.55469 0.85181 0.5 0.0 0.2 -0.13
C -1.85206 1.11124 1.32196 -0.1 0.4 -0.3 0.60
C -2.48799 -0.11411 0.65566 0.0 -0.2 0.1 0.52
F -2.71791 0.09959 -0.64932 0.1 0.2 -0.1 -0.31
F -3.67286 -0.35304 1.26458 0.0 0.0 0.0 -0.32
F -2.70060 2.15301 1.29013 0.0 0.0 -0.1 -0.30
F -1.72337 0.75121 2.64314 0.1 -0.1 0.1 -0.35
O -0.37311 2.66693 -0.02147 -0.7 -0.1 -0.2 -0.51
C -0.40304 2.54253 -1.39214 0.4 0.0 0.4 0.85
C -1.57312 3.31238 -2.01052 -0.1 0.1 0.0 0.50
F -2.74345 2.84061 -1.54118 0.0 -0.1 0.0 -0.32
F -1.53445 3.13015 -3.34797 0.0 0.0 0.0 -0.32
F -0.39193 1.25336 -1.78500 -0.1 0.0 0.1 -0.32
F 0.72254 3.11364 -1.86643 0.1 0.0 -0.1 -0.32
H 0.03934 1.91615 1.75266 0.0 0.0 0.1 0.22
H 0.14595 0.71234 0.50363 -0.2 -0.1 -0.2 0.22
H -1.84831 -0.99418 0.77639 0.0 0.0 0.0 0.14
H -1.48902 4.37592 -1.77860 0.0 0.0 0.0 0.16
C 0.83132 -0.70520 -3.96250 -0.2 0.3 0.5 -0.13
C 1.49098 -0.67199 -5.35206 0.2 -0.4 0.2 0.60
C 0.62014 -0.96466 -6.57732 0.0 0.1 -0.2 0.52
F 0.14098 -2.22381 -6.54860 0.0 -0.1 0.2 -0.32
F 1.38407 -0.82787 -7.68309 0.0 0.0 0.0 -0.32
F 2.58508 -1.46140 -5.36222 -0.1 -0.1 0.0 -0.31
F 1.91191 0.61232 -5.52348 -0.1 0.2 0.0 -0.33
O 1.03016 -1.85192 -3.14495 0.1 -0.4 -0.6 -0.52
C 0.19071 -2.93505 -3.14026 0.0 0.4 0.2 0.85
C 0.92444 -4.22380 -3.52440 0.1 -0.1 0.0 0.51
F 1.41635 -4.13093 -4.77080 -0.1 0.1 -0.1 -0.31
F 0.04124 -5.24645 -3.47656 0.0 0.0 0.0 -0.32
F -0.91839 -2.75431 -3.87431 0.2 0.1 -0.1 -0.31
F -0.21179 -3.10883 -1.85243 -0.1 0.0 0.1 -0.34
H 1.33887 0.07982 -3.40697 0.1 0.0 0.0 0.23
H -0.21735 -0.41278 -4.00282 -0.1 -0.2 -0.2 0.21
H -0.21211 -0.25727 -6.63554 0.0 0.0 0.0 0.14
H 1.74179 -4.41293 -2.82497 0.0 0.0 0.0 0.15